Formula: H11O6
Source: the OMol25 dataset
Level of theory: ωB97M-V with the def2-TZVPD basis set

Each atom is followed by the atoms it is bonded to, with distances in Å.
Positions of all 17 atoms, in Å:
1 O -0.021 -0.046 -1.104  H2 0.982
2 H 0.299 -0.689 -0.434  O1 0.982
3 O 1.899 0.293 -2.905  H4 0.952, H5 1.051
4 H 2.392 -0.422 -2.516  O3 0.952
5 H 1.125 0.256 -2.194  O3 1.051
6 O -0.446 -2.025 -2.620  H7 0.965, H8 0.956
7 H 0.399 -2.463 -2.776  O6 0.965
8 H -0.191 -1.344 -1.999  O6 0.956
9 O 0.242 -0.696 4.428  H10 0.957, H11 0.992
10 H 1.143 -0.433 4.244  O9 0.957
11 H -0.157 -0.357 3.585  O9 0.992
12 O -1.070 0.469 2.263  H13 1.021, H14 0.970
13 H -1.111 1.383 1.810  O12 1.021
14 H -1.383 0.049 1.446  O12 0.970
15 O -0.798 2.060 -0.062  H16 0.900, H17 1.075
16 H -0.524 2.480 -0.809  O15 0.900
17 H -0.441 1.092 -0.362  O15 1.075

Results
* spin multiplicity: 2
* E_tot: -457.92983 a.u.
* F_max: 4.00 eV/A
* net charge: -2
* expectation value of S²: 0.75
* frontier orbital gap (alpha / beta): 0.0795 / 0.3407 hartree